# 1
108
Properties=species:S:1:pos:R:3:forces:R:3:lowdin_charge:R:1 method="wB97M-V/def2-TZVPD" largest_force_ha_per_bohr=0.02417 energy_ev=-126551.7345 homo_energy_ev="-13.435 / -13.362" total_charge=+2 de_lowest_kj_mol=36.09 s2=2.0533 multiplicity=3
V 0.448755 -0.124040 -0.292932 -1.05 0.47 -0.47 0.561
C -1.528580 -1.097826 3.741550 0.02 -0.04 -0.04 -0.092
N -0.848241 -0.901982 2.450558 -0.01 0.10 0.10 -0.484
P 0.610529 -0.038594 2.319086 -0.19 -0.12 -0.46 0.974
C 0.453190 1.472859 3.287132 0.10 0.00 0.10 -0.341
C 0.703845 1.474779 4.661028 -0.07 -0.08 0.05 -0.081
C 0.478038 2.618906 5.408276 0.00 0.01 0.01 -0.048
C 0.007781 3.771752 4.793999 -0.01 0.00 -0.03 -0.046
C -0.235354 3.781656 3.427217 0.01 -0.01 0.06 -0.055
C -0.010509 2.637331 2.679601 0.03 0.09 -0.14 -0.103
C 1.861668 -1.033259 3.144713 0.01 -0.09 0.01 -0.390
C 3.066422 -0.451950 3.541681 -0.02 0.04 0.02 -0.125
C 4.071367 -1.239190 4.076455 0.02 -0.03 0.01 -0.062
C 3.884309 -2.608958 4.214369 0.01 0.01 0.00 -0.051
C 2.690864 -3.192598 3.815772 0.00 0.00 0.00 -0.056
C 1.681708 -2.409163 3.275280 0.02 0.04 -0.07 -0.088
P -1.680373 -0.784555 0.974596 0.32 0.02 -0.01 0.956
C -3.224213 0.075729 1.353476 -0.06 -0.11 -0.01 -0.361
C -4.391572 -0.650596 1.589504 -0.05 -0.06 -0.05 -0.068
C -5.559550 0.004336 1.949644 -0.03 0.03 0.00 -0.046
C -5.573690 1.385292 2.077432 0.03 0.03 -0.01 -0.048
C -4.411862 2.114730 1.854924 -0.05 -0.02 0.00 -0.052
C -3.245668 1.461139 1.496758 0.13 0.12 0.09 -0.110
C -2.173684 -2.439551 0.467939 -0.06 0.00 0.02 -0.376
C -2.889336 -2.573636 -0.721496 0.01 -0.01 -0.02 -0.101
C -3.232893 -3.831416 -1.186167 0.00 -0.01 0.02 -0.048
C -2.870587 -4.959336 -0.460687 -0.03 -0.01 -0.05 -0.048
C -2.160407 -4.829319 0.722359 0.03 -0.01 0.02 -0.051
C -1.803025 -3.571306 1.184980 0.02 0.03 -0.01 -0.079
H -0.782780 -1.260258 4.519227 -0.01 -0.01 -0.01 0.086
H -2.173400 -1.974579 3.694948 -0.01 0.01 -0.01 0.087
H -2.130362 -0.223598 3.997774 0.01 -0.02 0.03 0.091
H 1.067580 0.581576 5.153689 0.02 0.01 -0.02 0.110
H 0.670672 2.609766 6.472256 0.00 0.01 0.01 0.118
H -0.163109 4.663728 5.381063 0.00 0.01 0.01 0.118
H -0.590024 4.681159 2.941974 0.00 0.01 0.00 0.114
H -0.178513 2.669173 1.610726 -0.01 -0.05 0.00 0.065
H 3.222216 0.616456 3.444627 -0.03 0.00 0.00 0.114
H 5.001299 -0.785077 4.390634 0.00 0.00 0.00 0.117
H 4.670156 -3.220036 4.636805 0.01 -0.01 0.01 0.117
H 2.542218 -4.257962 3.930297 0.00 0.00 0.00 0.115
H 0.755808 -2.869414 2.954846 -0.01 0.02 -0.01 0.088
H -4.401711 -1.727583 1.487249 0.04 -0.01 -0.01 0.111
H -6.459570 -0.566688 2.132589 0.00 -0.01 0.00 0.118
H -6.486761 1.894033 2.355333 -0.01 0.00 0.01 0.117
H -4.414455 3.190928 1.963028 0.00 0.01 0.00 0.116
H -2.347446 2.044864 1.347719 0.05 -0.02 -0.02 0.073
H -3.189598 -1.701355 -1.294773 -0.01 0.02 0.04 0.087
H -3.782727 -3.931903 -2.111994 0.00 0.00 -0.01 0.112
H -3.144578 -5.941712 -0.820857 0.00 -0.01 0.00 0.116
H -1.880400 -5.709425 1.284891 0.00 -0.01 0.01 0.115
H -1.232637 -3.476691 2.099727 -0.01 0.01 0.00 0.086
N 2.298372 3.603393 -1.043370 -0.08 -0.12 0.06 0.176
C 2.187413 2.332177 -0.633459 0.24 -0.06 -0.06 -0.112
N 0.935546 1.936215 -0.532843 0.03 -0.26 -0.06 -0.015
C 0.165924 3.038812 -0.912035 -0.14 0.09 0.13 -0.266
C -1.216735 3.201010 -0.977849 0.02 0.02 -0.01 -0.061
C -1.694839 4.431119 -1.382340 0.02 -0.01 0.00 -0.054
C -0.824697 5.483230 -1.711601 -0.01 0.01 0.00 -0.053
C 0.546189 5.338014 -1.642306 -0.05 -0.05 0.02 0.013
C 1.016514 4.096438 -1.230668 -0.01 0.03 -0.01 -0.178
H 3.165718 4.094677 -1.184499 0.01 0.01 -0.02 0.179
H 3.044812 1.707235 -0.431698 0.01 0.00 -0.01 0.138
H -1.899193 2.394327 -0.745383 0.03 0.01 0.03 0.067
H -2.763170 4.584848 -1.457025 -0.01 0.00 0.00 0.119
H -1.240322 6.430725 -2.025682 0.00 0.01 0.00 0.117
H 1.213928 6.149329 -1.895224 0.02 0.01 0.00 0.125
Cl 3.838561 -1.330743 0.271224 0.04 -0.10 0.05 0.690
C 2.936265 -2.548674 -0.674036 0.14 -0.16 -0.15 -0.400
C 1.665086 -1.869379 -1.095963 0.09 0.13 -0.23 -0.715
O 0.538795 -2.212759 -0.671978 0.16 -0.08 0.80 -0.041
O 1.723763 -0.744212 -1.718294 0.32 0.20 0.39 -0.166
H 2.724091 -3.388661 -0.020978 -0.02 -0.04 -0.08 0.095
H 3.548023 -2.844337 -1.522887 -0.01 0.00 0.00 0.102
C -1.471177 -3.973080 -5.253079 0.01 -0.03 -0.01 -0.060
C -0.234668 -3.632372 -4.723872 0.00 -0.04 -0.01 -0.061
C -0.091310 -2.470943 -3.982476 0.07 0.09 0.05 -0.123
C -1.180955 -1.629871 -3.764858 -0.06 -0.15 -0.19 -0.342
C -2.417601 -1.978418 -4.303361 -0.07 0.04 0.09 -0.127
C -2.561094 -3.145484 -5.041202 -0.02 0.01 0.01 -0.068
Sb -1.017256 0.179219 -2.690258 0.10 0.01 0.13 1.628
C -2.919080 1.005100 -3.047715 -0.22 0.04 0.04 -0.389
C -3.232927 1.472918 -4.321932 0.12 -0.03 -0.11 -0.123
C -4.492318 1.985587 -4.589484 -0.05 0.03 -0.01 -0.054
C -5.454464 2.032638 -3.589588 -0.02 0.01 -0.04 -0.057
C -5.155578 1.558990 -2.322262 0.01 0.00 0.01 -0.061
C -3.893717 1.045788 -2.056112 0.01 -0.03 0.18 -0.140
C 0.184532 1.397050 -3.931333 0.17 -0.03 -0.09 -0.344
C -0.145267 2.725659 -4.179206 -0.10 0.08 0.05 -0.137
C 0.670905 3.513681 -4.977684 0.04 -0.01 -0.03 -0.066
C 1.826692 2.982067 -5.531007 -0.01 0.02 0.01 -0.065
C 2.160825 1.657793 -5.289579 0.04 0.00 -0.02 -0.066
C 1.345045 0.868517 -4.493256 -0.02 -0.07 0.01 -0.115
H -1.582437 -4.877670 -5.835038 0.01 -0.02 -0.01 0.114
H 0.622751 -4.269938 -4.893878 0.00 -0.01 -0.01 0.112
H 0.888117 -2.221888 -3.595595 0.00 0.03 0.01 0.079
H -3.284779 -1.346243 -4.152917 0.02 0.02 -0.01 0.095
H -3.527347 -3.400270 -5.455713 -0.01 0.00 -0.01 0.114
H -2.500182 1.434809 -5.119029 0.02 0.00 0.00 0.110
H -4.724105 2.344205 -5.583340 0.00 0.00 -0.01 0.116
H -6.436979 2.431702 -3.802256 -0.01 0.01 -0.01 0.115
H -5.901028 1.583970 -1.538697 -0.01 0.00 0.02 0.109
H -3.688020 0.685001 -1.054323 0.02 0.00 -0.06 0.062
H -1.045557 3.160747 -3.763789 -0.02 -0.02 0.01 0.089
H 0.395104 4.540821 -5.177077 -0.01 0.02 0.01 0.113
H 2.459339 3.594390 -6.159260 0.00 0.01 -0.02 0.112
H 3.051857 1.233941 -5.733365 0.01 -0.01 0.00 0.113
H 1.616611 -0.166557 -4.331106 0.00 0.01 0.02 0.084


# 2
44
Properties=species:S:1:pos:R:3:forces:R:3:lowdin_charge:R:1 method="wB97M-V/def2-TZVPD" largest_force_ha_per_bohr=0.02714 energy_ev=-41789.2085 homo_energy_ev=-7.582 smiles="COc1cccc(/C=N/n2c(-c3n[nH]c4c3CCC4)n[nH]c2=S)c1OC" de_lowest_kj_mol=204.98
C -4.885397 -2.379738 0.455888 0.03 -0.37 0.15 -0.070
O -5.377757 -1.086389 0.182979 0.03 0.24 -0.19 -0.068
C -4.545354 -0.009995 0.152262 -0.08 0.17 0.06 -0.200
C -5.206989 1.221654 0.156776 0.15 -0.24 -0.02 0.003
C -4.511267 2.413000 0.128361 -0.03 -0.08 0.01 -0.068
C -3.131352 2.404986 0.128676 0.15 -0.19 -0.01 -0.021
C -2.442447 1.193391 0.126529 -0.83 0.09 -0.02 -0.126
C -0.991977 1.177901 0.175131 0.99 -0.18 0.13 -0.055
N -0.367369 2.266949 -0.037427 -1.33 0.02 -0.21 0.104
N 0.960051 2.419796 0.009586 1.38 0.15 0.15 -0.026
C 2.080674 1.590852 0.056708 0.29 0.67 -0.01 -0.179
C 2.211103 0.157659 0.039175 0.13 -1.35 -0.04 -0.151
N 1.220105 -0.736082 -0.024388 -0.53 0.50 -0.03 0.074
N 1.783659 -1.946467 -0.028959 0.19 0.02 -0.03 0.063
C 3.123028 -1.857463 0.036714 0.24 0.75 0.09 -0.206
C 3.445314 -0.522242 0.077952 -0.26 -0.60 0.06 -0.125
C 4.917300 -0.321217 0.123416 0.10 0.12 -0.04 -0.127
C 5.436216 -1.755022 0.409591 0.07 0.02 0.01 -0.153
C 4.305101 -2.753901 0.047375 0.05 -0.32 -0.07 -0.102
N 3.168857 2.308170 0.074095 0.28 -0.84 0.02 0.125
N 2.786438 3.595451 0.048260 -0.94 -0.37 -0.05 0.017
C 1.437571 3.727188 -0.004920 0.11 0.47 0.04 -0.852
S 0.583128 5.117657 -0.050590 -0.26 0.56 -0.02 0.577
C -3.146679 -0.024575 0.108765 0.15 0.02 -0.10 -0.163
O -2.439466 -1.219734 0.034407 -0.23 0.44 0.37 -0.141
C -1.970902 -1.518877 -1.264599 0.02 -0.04 -0.31 -0.080
H -4.382782 -2.815565 -0.411572 -0.01 0.03 0.07 0.086
H -4.201475 -2.379522 1.306585 -0.06 -0.03 -0.06 0.099
H -5.766649 -2.976720 0.692966 0.08 0.02 -0.02 0.094
H -6.285338 1.201709 0.176757 -0.12 -0.01 0.01 0.119
H -5.049973 3.347893 0.122198 -0.05 0.09 0.01 0.106
H -2.557846 3.317194 0.134986 0.07 0.13 0.01 0.106
H -0.502870 0.234017 0.402283 -0.03 0.14 -0.03 0.091
H 1.188904 -2.759454 -0.055396 0.09 0.14 0.01 0.163
H 5.219274 0.389599 0.890228 0.08 0.03 -0.04 0.107
H 5.276357 0.054079 -0.836846 0.08 0.07 0.02 0.115
H 6.348394 -1.969636 -0.143697 0.04 -0.04 0.06 0.105
H 5.660818 -1.846201 1.472320 0.02 -0.02 -0.01 0.109
H 4.226728 -3.565223 0.771606 0.04 -0.05 -0.04 0.112
H 4.462034 -3.195578 -0.940322 0.01 -0.06 0.03 0.116
H 3.457822 4.344914 0.048788 -0.16 -0.05 0.00 0.150
H -1.228078 -0.791215 -1.605106 -0.01 -0.05 0.02 0.083
H -2.794926 -1.548684 -1.987323 0.03 -0.01 0.06 0.101
H -1.511968 -2.504538 -1.200226 0.03 0.01 -0.08 0.089


# 3
15
Properties=species:S:1:pos:R:3:forces:R:3:lowdin_charge:R:1 method="wB97M-V/def2-TZVPD" largest_force_ha_per_bohr=0.03077 energy_ev=-8292.2387 homo_energy_ev="-5.922 / -5.787" de_lowest_kj_mol=266.07
C 2.431003 0.198382 0.206177 -0.18 -0.10 0.21 -0.042
N 1.137083 -0.154510 0.247057 0.42 0.19 -0.16 -0.214
C 0.515880 -1.304847 0.519628 0.00 -0.05 -0.08 -0.099
C -0.903616 -1.159297 0.257962 -0.11 -1.50 0.49 -0.061
C -1.167795 0.064505 -0.166678 -0.36 1.41 -0.41 -0.343
N -2.403198 0.749669 -0.269031 0.33 -0.50 0.14 0.077
C 0.143767 0.815872 -0.260386 -0.05 -0.06 -0.03 -0.060
H 0.496144 1.023242 -1.272401 -0.48 0.21 -0.06 0.137
H 2.657235 1.219519 -0.053572 0.02 -0.07 0.08 0.042
H 3.171540 -0.479524 0.592019 0.02 -0.07 -0.08 0.045
H 1.083712 -2.199218 0.722866 -0.09 0.08 0.11 0.110
H -1.633764 -1.955677 0.447712 0.34 0.44 -0.05 0.112
H -3.184001 0.106358 -0.212407 0.06 0.16 -0.02 0.083
H -2.499987 1.336187 -1.082580 0.07 0.01 -0.16 0.076
H 0.156003 1.739338 0.323636 0.01 -0.17 0.01 0.138


# 4
27
Properties=species:S:1:pos:R:3:forces:R:3:lowdin_charge:R:1 method="wB97M-V/def2-TZVPD" largest_force_ha_per_bohr=0.08406 energy_ev=-36800.8417 homo_energy_ev=-12.609 total_charge=+1 de_lowest_kj_mol=198.14
C 3.901218 0.700890 0.404404 1.32 2.16 0.57 -0.158
C -2.293141 2.742348 -0.941557 0.36 0.82 -0.65 -0.136
C 2.631367 1.223491 0.139517 -0.49 0.84 -1.05 -0.092
C -1.779900 1.462780 -1.014970 1.32 -1.15 -2.09 -0.095
C 3.962924 -0.653243 0.461577 -2.20 -1.45 -1.30 -0.292
C -1.483811 3.580139 -0.237816 0.38 -0.41 1.95 -0.354
C 1.703051 0.224023 -0.074324 -0.06 -0.68 0.50 -0.442
C -0.595088 1.307281 -0.296667 0.77 -0.10 0.59 -0.382
C -1.385774 -2.844207 0.375839 1.21 0.27 -2.78 -0.257
C -1.401869 -1.490805 -0.481970 -0.66 -2.03 0.33 -0.101
C 0.313798 0.176798 -0.336022 0.19 0.26 -0.42 -0.246
N -1.146287 -2.737110 1.790345 -1.51 3.94 -0.93 0.011
O -0.001450 -1.063958 -0.676997 -2.46 1.42 0.40 -0.076
S 2.407985 -1.357425 0.099500 1.25 0.85 0.50 1.153
S -0.158667 2.840977 0.524722 -0.70 -1.62 -1.09 1.130
H 4.725351 1.430809 0.557043 -0.38 -1.04 -0.16 0.135
H -3.059529 3.147061 -1.559460 -0.79 -0.10 -0.12 0.119
H 2.423179 2.291431 -0.125786 0.36 -1.13 0.68 0.118
H -1.974231 0.796482 -1.913209 -0.33 0.51 1.68 0.166
H 4.695695 -1.429125 0.382652 1.01 0.39 0.67 0.074
H -1.686414 4.527534 0.188780 -0.38 1.12 -0.42 0.072
H -2.287416 -3.357631 -0.048684 0.33 0.08 0.99 0.120
H -0.489384 -3.415359 -0.014853 -1.08 0.45 -0.03 0.128
H -1.878350 -1.737658 -1.461631 0.95 0.07 0.48 0.137
H -2.070627 -0.703388 -0.098341 0.81 -0.24 0.41 0.111
H -1.854102 -2.046002 2.165007 1.08 -1.53 0.06 0.109
H -1.218529 -3.616120 2.192901 -0.32 -1.71 1.24 0.047